# 1
{
  "formula": "C48H39BrFeN8OP2",
  "method": "ωB97M-V/def2-TZVPD",
  "fmax_ev_per_a": 1.55,
  "total_charge": 3,
  "spin_multiplicity": 2,
  "lumo_ev": [-9.88, -9.87],
  "s2": 0.786,
  "elements": ["Fe", "C", "C", "N", "C", "C", "N", "C", "C", "C", "C", "C", "N", "C", "C", "N", "C", "C", "N", "C", "C", "C", "N", "C", "C", "H", "H", "H", "H", "H", "H", "H", "H", "H", "H", "H", "H", "C", "N", "P", "C", "C", "C", "C", "C", "C", "C", "C", "C", "C", "C", "C", "P", "C", "C", "C", "C", "C", "C", "C", "C", "C", "C", "C", "C", "H", "H", "H", "H", "H", "H", "H", "H", "H", "H", "H", "H", "H", "H", "H", "H", "H", "H", "H", "H", "H", "H", "H", "O", "C", "C", "C", "N", "C", "Br", "C", "H", "H", "H", "H"],
  "xyz": [[0.45948, -0.28050, -0.21832], [-1.29897, -4.06704, -1.31561], [-0.77170, -2.79502, -1.47059], [-0.70112, -1.94562, -0.44221], [-1.21963, -2.35446, 0.72688], [-1.69048, -3.65721, 0.87382], [-1.71705, -4.51189, -0.13551], [-1.32991, -1.29528, 1.74351], [-1.91803, -1.48333, 2.97440], [-2.10750, -0.38739, 3.81883], [-1.77687, 0.86300, 3.30571], [-1.22120, 0.99003, 2.04159], [-0.91795, -0.08748, 1.29408], [-1.11800, 2.34430, 1.44577], [-0.57127, 3.40946, 2.15324], [-0.55878, 4.64082, 1.66482], [-1.13040, 4.80828, 0.47850], [-1.68279, 3.74429, -0.22521], [-1.66844, 2.50058, 0.24193], [-2.69398, -0.53753, 5.16290], [-2.22377, 0.22738, 6.22531], [-2.79752, 0.04450, 7.47546], [-3.78557, -0.81237, 7.70982], [-4.23829, -1.53020, 6.68752], [-3.72530, -1.43956, 5.40109], [-1.36697, -4.74078, -2.16070], [-0.40515, -2.46246, -2.43100], [-2.04830, -4.01333, 1.83134], [-2.22771, -2.46822, 3.29348], [-2.02128, 1.75719, 3.86365], [-0.11118, 3.25564, 3.12351], [-1.16420, 5.81577, 0.08098], [-2.17256, 3.91571, -1.17913], [-1.41415, 0.93524, 6.09858], [-2.44459, 0.61531, 8.32637], [-5.05334, -2.21141, 6.90178], [-4.15312, -2.03771, 4.60661], [4.64601, -1.55763, -0.58626], [3.25086, -1.11310, -0.45366], [2.26737, -1.20260, 0.96496], [2.39853, -2.88869, 1.57570], [3.30282, -3.19517, 2.59720], [3.46438, -4.51066, 3.00623], [2.72649, -5.52425, 2.41084], [1.82788, -5.22974, 1.39145], [1.67025, -3.91922, 0.97500], [2.90939, -0.18317, 2.28642], [4.04435, 0.60878, 2.15130], [4.46100, 1.39544, 3.21374], [3.73442, 1.40743, 4.39705], [2.59397, 0.62444, 4.52824], [2.17923, -0.17465, 3.47533], [2.05986, -0.99998, -1.61599], [2.18282, -2.38483, -2.74102], [1.81601, -2.25549, -4.08513], [1.85854, -3.35647, -4.92452], [2.27629, -4.58751, -4.43287], [2.65290, -4.71948, -3.10168], [2.60215, -3.62570, -2.25344], [2.07627, 0.45156, -2.74087], [0.55307, 2.56163, -3.02668], [1.51791, 3.48291, -3.44560], [2.73411, 3.25577, -4.09383], [3.46051, 2.09427, -4.04696], [3.21879, 0.90300, -3.29586], [4.86781, -2.29581, 0.18524], [5.33279, -0.71936, -0.48459], [4.79580, -2.02836, -1.55754], [3.87094, -2.41263, 3.08271], [4.16493, -4.74278, 3.79689], [2.85134, -6.54689, 2.74140], [1.25313, -6.02018, 0.92599], [0.99342, -3.70433, 0.15835], [4.59869, 0.62560, 1.22268], [5.35100, 2.00244, 3.11909], [4.06212, 2.02525, 5.22237], [2.03977, 0.62491, 5.45751], [1.30195, -0.80486, 3.59280], [1.50548, -1.30017, -4.49156], [1.58327, -3.25456, -5.96557], [2.32186, -5.44348, -5.09318], [2.99661, -5.67443, -2.72704], [2.91061, -3.73750, -1.22209], [-0.31295, 2.92455, -2.49238], [1.26552, 4.52235, -3.25254], [3.18760, 4.10974, -4.58138], [4.42852, 2.12549, -4.53648], [4.11148, 0.30556, -3.13637], [-1.55058, 1.86537, -5.66084], [-1.24672, 1.44116, -4.45266], [-2.08502, 0.98980, -3.48321], [-1.51257, 0.47678, -2.29312], [-0.24566, 0.42630, -2.00790], [0.71487, 0.99702, -2.92069], [1.67747, 1.74387, 0.00382], [0.19369, 1.50003, -4.19257], [-2.49974, 1.81790, -5.85624], [-3.15949, 0.97429, -3.60174], [-2.18271, 0.07181, -1.54340], [0.84230, 1.67819, -5.03847]]
}


# 2
{
  "formula": "C26H19Br2Cl2FeNO5P",
  "method": "ωB97M-V/def2-TZVPD",
  "fmax_ev_per_a": 3.85,
  "e_above_lowest_kj_mol": 369.5,
  "spin_multiplicity": 6,
  "lumo_ev": [-1.00, -1.97],
  "s2": 8.766,
  "elements": ["Fe", "O", "C", "O", "C", "P", "C", "C", "C", "C", "C", "C", "C", "C", "C", "C", "C", "C", "H", "H", "H", "H", "H", "H", "H", "H", "H", "H", "H", "H", "C", "C", "C", "C", "C", "C", "Br", "C", "C", "Br", "C", "O", "C", "N", "H", "H", "H", "H", "H", "H", "Cl", "C", "Cl", "C", "O", "O", "H"],
  "xyz": [[0.08319, 0.42099, 0.01394], [3.77699, 1.58798, 1.07383], [2.58751, 1.61994, 0.86818], [1.89119, 0.71246, 0.25877], [1.74470, 2.83486, 1.29465], [0.52729, 3.33447, -0.01250], [1.12736, 2.55709, -1.58335], [0.59662, 1.37133, -2.11734], [1.04996, 0.87591, -3.32593], [2.02482, 1.56525, -4.03245], [2.56563, 2.72942, -3.50847], [2.12204, 3.22215, -2.28751], [-1.06427, 2.48629, 0.30035], [-1.51591, 2.21712, 1.59989], [-2.84713, 1.91347, 1.82988], [-3.76217, 1.95467, 0.79343], [-3.34814, 2.31232, -0.48699], [-2.02561, 2.60124, -0.72727], [2.40531, 3.66532, 1.53385], [1.19471, 2.55444, 2.19672], [-0.22470, 0.85008, -1.61022], [0.63435, -0.04286, -3.71988], [2.35678, 1.20016, -4.99442], [3.32824, 3.26802, -4.05433], [2.55318, 4.12741, -1.87862], [-0.82767, 2.23048, 2.43128], [-3.16847, 1.65645, 2.82992], [-4.80289, 1.73612, 0.98553], [-4.06946, 2.37498, -1.28938], [-1.72038, 2.92177, -1.71643], [2.98599, -1.76525, -0.36817], [1.64776, -2.41561, -0.22732], [1.58074, -3.80212, 0.01620], [0.38599, -4.45748, 0.00726], [-0.79925, -3.73281, -0.21669], [-2.09443, -4.29123, -0.32092], [-2.31477, -6.16917, -0.27442], [-3.19367, -3.49428, -0.48490], [-3.03489, -2.12405, -0.42798], [-4.97669, -0.88568, -1.01874], [-1.82620, -1.48639, -0.32468], [-1.64195, -0.19332, -0.22523], [-0.66519, -2.33253, -0.32537], [0.54181, -1.69711, -0.36981], [3.73918, -2.50010, -0.64603], [3.28839, -1.30881, 0.57491], [2.94034, -0.96506, -1.10038], [2.49788, -4.34731, 0.18668], [0.34394, -5.52505, 0.17081], [-4.17122, -3.93046, -0.62965], [2.00295, -0.14886, 4.31243], [0.34900, -0.77880, 4.21154], [-0.80364, 0.40606, 4.85946], [-0.00637, -1.04767, 2.72579], [-0.33362, -2.18043, 2.42284], [0.08860, -0.00623, 1.99700], [0.27623, -1.67959, 4.81022]]
}


# 3
{
  "formula": "C9H9FNO",
  "method": "ωB97M-V/def2-TZVPD",
  "fmax_ev_per_a": 4.77,
  "total_charge": 1,
  "e_above_lowest_kj_mol": 374.5,
  "spin_multiplicity": 1,
  "lumo_ev": [-6.79, -6.79],
  "elements": ["C", "C", "C", "C", "C", "C", "C", "C", "C", "N", "O", "F", "H", "H", "H", "H", "H", "H", "H", "H", "H"],
  "xyz": [[2.37612, 0.67233, -0.79089], [2.51540, -0.31314, -1.81920], [1.23830, 0.78456, -0.02841], [1.38181, -1.04077, -2.18479], [0.01763, 0.16910, -0.39348], [0.15277, -0.77277, -1.57452], [-1.86437, -1.90419, -1.15356], [-0.96983, 0.64415, 2.67650], [-1.69678, 0.79010, 1.41912], [-1.17213, 0.29909, 0.12705], [-0.94127, -1.39020, -1.89527], [-3.00155, -2.08896, -1.66917], [3.17695, 1.19461, -0.42556], [3.54745, -0.51644, -2.21066], [1.00406, 1.57730, 0.84685], [1.39549, -1.87790, -2.82657], [-0.43124, 1.50136, 3.24080], [-0.31561, -0.16067, 2.67046], [-1.86495, 0.30947, 3.39030], [-1.77769, 1.80395, 1.06241], [-2.77057, 0.31902, 1.53859]]
}


# 4
{
  "formula": "C4H17BrCdNO4",
  "method": "ωB97M-V/def2-TZVPD",
  "fmax_ev_per_a": 1.59,
  "total_charge": 1,
  "e_above_lowest_kj_mol": 363.2,
  "spin_multiplicity": 1,
  "lumo_ev": -7.72,
  "elements": ["Cd", "Br", "O", "H", "H", "O", "H", "H", "O", "H", "H", "C", "C", "C", "O", "C", "N", "H", "H", "H", "H", "H", "H", "H", "H", "H", "H", "H"],
  "xyz": [[3.14993, 2.64625, -1.63202], [1.07541, 2.56151, -0.19283], [3.89730, 1.86622, 2.03807], [3.13079, 1.94136, 1.46366], [3.54413, 1.85888, 2.93336], [-2.25411, 3.73007, 0.23697], [-2.39735, 3.76901, -0.71347], [-1.32928, 3.48878, 0.34245], [3.78220, 0.70197, -0.81412], [4.55417, 0.14063, -0.65537], [3.00034, 0.17127, -0.57622], [-0.87116, -2.21646, 1.57376], [-0.26501, -2.16847, 0.17840], [-1.33769, -1.73060, -0.80316], [-2.03835, -0.64563, -0.29010], [-2.88508, -0.03316, -1.23314], [0.84634, -1.17111, 0.21237], [-1.18167, -1.23080, 1.91774], [-0.14721, -2.60972, 2.28502], [-1.78210, -2.81703, 1.55615], [0.06984, -3.16012, -0.11556], [-1.99197, -2.59102, -1.04643], [-0.88504, -1.51692, -1.79353], [-3.20067, 0.93144, -0.83649], [-3.77792, -0.63677, -1.42327], [-2.35498, 0.15829, -2.17638], [1.26279, -1.17262, -0.72146], [0.38634, -0.26526, 0.28562]]
}